Record 1
C50H51GeN6RbS2SeSi | wB97M-V/def2-TZVPD

```
113
Properties=species:S:1:pos:R:3:forces:R:3:mulliken_charge:R:1
Rb 0.80797 0.07683 -0.40890 -0.1 -0.1 -0.5 0.78
C -2.41549 2.92294 1.04230 -0.4 -0.5 0.9 -1.96
C -1.75565 1.97193 2.07411 -0.1 -0.2 -0.4 0.46
C -2.32298 0.58199 1.91752 0.1 0.2 0.5 0.20
C -3.63024 0.32164 2.27771 -0.8 -0.4 -0.1 -0.57
C -4.13298 -0.96797 2.07534 -0.6 0.8 1.2 -0.70
C -3.31509 -1.97880 1.62631 -0.1 0.3 -0.6 -0.67
C -2.02517 -1.60568 1.29573 0.2 -0.5 0.1 -0.77
N -1.54118 -0.38752 1.46650 0.5 0.2 -0.6 0.63
N -1.88041 2.75142 -0.28939 0.0 -0.1 0.3 1.06
C -2.90348 2.40044 -1.23823 0.0 -0.1 -0.8 -0.89
C -2.38720 1.99834 -2.62242 0.2 -0.2 -0.4 0.37
C -3.01273 2.39408 -3.80695 -0.1 0.3 0.7 -0.75
C -2.50134 1.91887 -5.01555 -0.8 0.1 -0.7 -0.62
C -1.43390 1.04323 -5.04494 0.4 0.5 0.3 -0.36
C -0.81836 0.77874 -3.82268 -0.3 -0.5 0.1 -0.71
N -1.30975 1.21134 -2.66775 0.3 0.3 0.8 0.71
C -1.12427 3.90835 -0.73313 -0.3 -0.7 -1.4 -0.49
C -0.00332 4.20214 0.17500 0.3 0.6 0.6 0.04
C -0.04741 5.31154 1.00727 -0.5 0.4 0.1 -0.56
C 0.95275 5.51991 1.93305 0.6 -0.6 0.1 -0.81
C 2.00424 4.63338 1.95230 0.4 -0.5 0.1 -0.22
C 1.99131 3.56727 1.04670 0.4 0.3 0.4 -0.36
N 1.01351 3.33876 0.19766 -0.4 0.0 -0.4 -0.09
H -2.26631 3.94878 1.37678 -0.2 0.2 0.1 0.50
H -3.51137 2.70981 1.06203 0.6 0.3 -0.1 0.66
H -1.98613 2.32184 3.08931 0.2 0.0 -0.1 0.55
H -0.66818 1.90228 1.91743 -0.3 0.3 0.2 -0.48
H -4.27281 1.09587 2.72374 0.3 -0.3 -0.3 0.47
H -5.14941 -1.13206 2.42934 0.1 -0.3 -0.3 0.40
H -3.65493 -2.98586 1.42884 -0.1 0.0 0.2 0.58
H -1.35237 -2.34676 0.88220 0.2 0.0 0.0 0.37
H -3.56768 3.26223 -1.36535 -0.5 0.1 -0.2 0.11
H -3.50441 1.57886 -0.83873 0.2 0.0 0.1 0.40
H -3.86785 3.08172 -3.73311 0.4 -0.4 -0.3 0.38
H -2.98802 2.20230 -5.96286 0.2 -0.1 0.5 0.32
H -1.01732 0.62936 -5.95917 -0.1 0.0 0.2 0.46
H 0.02799 0.09110 -3.77090 0.0 0.2 -0.2 0.18
H -1.75607 4.80543 -0.91713 0.1 -0.2 0.2 0.27
H -0.71872 3.56760 -1.69382 0.1 0.5 0.0 0.39
H -0.88853 5.99928 0.98876 0.0 -0.2 -0.2 0.41
H 0.95283 6.29689 2.66992 -0.3 0.5 0.1 0.42
H 2.80521 4.70219 2.68522 -0.1 0.0 -0.3 0.37
H 2.80303 2.86272 1.00561 0.3 -0.2 0.2 0.51
S 0.90950 -1.73720 -5.35755 0.5 0.0 0.3 -0.44
C 2.52349 -1.92466 -4.66959 -0.1 -0.2 -1.1 -0.25
C 3.62138 -1.58464 -5.50269 -1.2 0.0 1.2 -0.82
C 4.92138 -1.70533 -5.10274 0.2 -0.9 0.9 0.73
C 5.88225 -1.37356 -6.07453 1.9 0.4 -1.0 -0.04
N 6.67757 -1.10684 -6.88049 -0.8 -0.2 0.7 -0.66
C 5.23208 -2.27145 -3.81699 -0.7 0.7 -0.6 0.42
C 4.17642 -2.61144 -2.98852 -1.0 0.0 0.0 -0.88
C 2.81495 -2.48454 -3.39625 0.2 0.3 0.4 0.05
S 1.54194 -2.93721 -2.29780 0.1 0.1 0.4 -0.20
C 6.57780 -2.33120 -3.38902 1.6 0.0 0.1 0.03
N 7.70830 -2.33927 -3.12257 -1.0 -0.1 -0.1 -0.66
H 3.41145 -1.14663 -6.45041 -0.2 0.1 -0.6 0.46
H 4.30108 -2.96671 -1.96250 0.3 0.0 -0.4 0.56
C -7.55322 -2.49798 -2.41963 -0.4 -0.1 0.3 -1.19
Ge -5.81992 -1.67424 -2.67777 0.9 -0.4 -0.7 0.29
C -5.79755 -0.02025 -1.71068 0.0 0.5 0.6 -0.13
C -5.56245 -1.24113 -4.59914 -1.3 0.8 0.5 -1.05
C -4.29241 -2.77424 -2.08133 -0.2 -0.8 0.3 -0.75
Se -2.56038 -1.96499 -2.55013 -0.3 0.2 0.1 0.44
C -1.77092 -3.50319 -3.40715 -0.1 -0.6 0.3 -0.53
H -8.27918 -1.83669 -2.89928 -0.1 -0.1 0.0 0.34
H -7.85302 -2.65122 -1.37680 0.2 0.2 -0.1 0.34
H -7.58941 -3.47175 -2.88966 -0.1 -0.2 -0.3 0.36
H -6.56324 0.64516 -2.08896 -0.3 0.2 0.0 0.40
H -4.85300 0.47833 -1.87101 0.3 0.1 -0.1 -0.62
H -5.92812 -0.13925 -0.62671 0.0 -0.1 -0.2 0.32
H -6.27910 -0.45054 -4.93672 0.6 -0.4 0.5 0.35
H -5.76304 -2.06192 -5.26128 0.2 -0.7 -0.2 0.40
H -4.55660 -0.87683 -4.70318 0.5 0.1 -0.2 0.21
H -4.31723 -3.80461 -2.49963 0.0 0.7 0.0 0.44
H -4.31222 -2.93689 -0.99180 -0.1 0.2 -0.2 0.06
H -2.38337 -3.79040 -4.27234 0.2 0.0 0.3 0.32
H -1.68576 -4.30627 -2.63787 0.0 0.5 -0.8 0.27
H -0.78305 -3.17698 -3.73568 0.1 -0.1 0.0 -0.18
C 0.35869 -0.88690 6.95668 0.2 0.0 -0.6 -0.46
C -0.08029 0.06649 6.02880 -0.5 -0.2 0.0 -0.72
C 0.49968 0.10732 4.76133 -0.5 0.3 0.9 -0.27
C 1.55330 -0.70942 4.39829 0.6 0.5 -1.4 0.08
C 2.03570 -1.59967 5.33106 -0.6 -0.2 1.2 -0.20
C 1.45034 -1.70365 6.60393 -0.7 0.5 -0.5 -0.75
Si 2.37617 -0.36342 2.63338 -0.1 -0.5 0.9 -0.72
C 3.57000 -1.91594 2.46603 0.3 0.4 0.7 0.50
C 4.92756 -2.03832 2.82104 -0.3 -0.1 -0.1 0.08
C 5.62613 -3.23759 2.61668 -0.3 0.3 0.3 -0.58
C 5.00398 -4.37429 2.10430 -0.4 0.6 -0.5 -0.68
C 3.67396 -4.23341 1.69789 -0.1 0.0 0.3 -0.34
C 2.97354 -3.05241 1.93825 -0.2 0.1 -0.6 -0.67
C 3.55613 1.02837 3.20710 0.9 0.6 -0.9 0.25
C 3.31327 2.06979 4.11326 -0.7 -0.5 0.2 0.25
C 4.15439 3.16141 4.30851 -0.4 0.1 0.4 -0.89
C 5.28221 3.28622 3.50608 -0.4 -0.7 0.0 -0.28
C 5.54374 2.29614 2.54698 1.0 0.6 -0.3 -0.71
C 4.71443 1.20043 2.40071 0.2 -0.6 -0.1 -0.56
H -0.19936 -1.02747 7.88378 0.4 0.1 -0.1 0.33
H -0.94199 0.73309 6.23646 0.6 -0.5 0.0 0.32
H 0.10979 0.82611 4.06584 -0.1 0.3 -0.4 0.48
H 2.85046 -2.23293 5.05400 0.5 -0.4 0.0 0.46
H 1.78194 -2.45537 7.29070 0.2 -0.3 0.3 0.39
H 5.40856 -1.16177 3.26270 0.2 -0.4 -0.2 0.40
H 6.67605 -3.27202 2.83172 0.4 0.0 0.3 0.38
H 5.55224 -5.30538 1.92806 -0.2 0.4 0.0 0.30
H 3.17761 -5.00737 1.13894 -0.1 -0.4 0.1 0.41
H 1.93118 -2.92384 1.62955 0.3 -0.5 -0.1 0.23
H 2.38698 2.01291 4.68969 0.3 0.0 0.1 0.21
H 3.85328 3.86542 5.12431 0.6 -0.4 -0.9 0.29
H 5.98133 4.07774 3.62910 0.4 0.7 0.1 0.40
H 6.47072 2.42574 1.92425 -1.1 -0.3 0.6 0.29
H 5.00407 0.41375 1.66330 -0.4 0.8 0.5 0.42
```
Forces are in eV/Å.

Output
**LUMO energy**: 3.0 eV
**HOMO**: -1.112 eV
**Charge**: -2
**Kohn-Sham gap**: 4.102 eV

---

Record 2
C50H52AsBF2N3O10PS2Ti | wB97M-V/def2-TZVPD

```
123
Properties=species:S:1:pos:R:3:forces:R:3:mulliken_charge:R:1
Ti -0.10084 -0.62975 -0.45561 -0.2 -0.1 0.5 0.21
C 1.81520 3.74780 -5.46351 -0.1 0.1 0.0 -0.41
O 0.86173 3.16395 -6.33916 0.3 -0.2 0.0 -0.56
C -0.31887 2.63048 -5.87519 -0.1 0.2 0.0 0.62
C -1.35948 2.69452 -6.79301 -0.1 0.0 0.0 -0.63
C -2.62037 2.20699 -6.48932 0.0 0.0 0.0 -0.79
C -2.84165 1.64337 -5.23961 0.0 0.0 -0.1 -1.29
C -1.80181 1.55529 -4.33147 0.0 0.0 0.1 -0.30
C -0.52509 2.03380 -4.62252 0.0 -0.1 0.1 1.00
N 0.51880 1.94356 -3.67853 0.1 0.0 -0.1 0.63
C 0.28396 1.33657 -2.41020 -0.3 -0.1 0.1 -0.81
N 1.09256 1.88175 -1.29567 -0.1 -0.2 0.0 -0.82
C -0.35597 2.16508 -1.32223 0.4 -0.2 -0.7 -0.18
C -1.15756 1.37212 -0.34247 -0.1 0.1 0.3 1.99
C -2.59175 1.62352 -0.55217 0.1 0.0 0.0 -1.47
C -3.07811 2.65215 -1.27116 0.2 0.2 -0.1 -1.68
C -2.18942 3.68087 -1.82376 -0.3 -0.2 0.0 -0.54
C -0.86774 3.48462 -1.78743 0.0 0.0 0.5 0.14
O 0.09496 4.37514 -2.16047 0.1 0.1 -0.1 -0.41
C -0.35728 5.50840 -2.86899 0.0 0.0 0.1 -1.21
N 0.02787 -0.08496 -2.33336 0.6 0.7 -0.7 0.86
C 0.58276 -0.77447 -3.45433 -0.5 0.1 0.4 0.97
C 1.92891 -0.72091 -3.77381 0.2 0.0 -0.1 -0.17
C 2.44601 -1.34760 -4.90342 -0.1 0.0 0.0 -1.38
C 1.59415 -2.06740 -5.72381 0.0 0.0 0.1 -1.00
C 0.24062 -2.15771 -5.41508 0.1 0.1 0.1 -0.77
C -0.26720 -1.51052 -4.29172 -0.1 -0.2 -0.1 -0.22
O -1.57395 -1.56462 -3.92722 -0.1 0.1 0.0 0.42
C -2.44100 -2.36849 -4.69218 0.1 0.0 0.0 -1.36
H 2.37243 4.46091 -6.06924 0.0 0.0 0.0 0.32
H 2.51699 3.00697 -5.07742 0.0 0.0 0.0 0.21
H 1.34403 4.26380 -4.62850 0.0 0.0 0.0 0.00
H -1.14848 3.15616 -7.75036 0.0 0.0 0.0 0.47
H -3.41754 2.27567 -7.21975 0.0 0.0 0.0 0.38
H -3.81746 1.25786 -4.96718 0.0 0.0 0.0 0.49
H -1.96480 1.08253 -3.37296 0.0 0.0 0.0 0.20
H 1.37069 1.60082 -4.09671 0.0 0.0 0.0 0.45
H 1.61194 2.70165 -1.59703 0.0 0.0 0.0 0.53
H -3.30300 1.03508 0.00091 0.0 -0.1 0.0 0.38
H -4.14972 2.79843 -1.35326 0.0 0.0 0.0 0.45
H -2.61573 4.59331 -2.21827 0.0 0.0 0.0 0.43
H 0.53002 6.03615 -3.21303 0.0 0.0 0.0 0.30
H -0.94270 6.17525 -2.22709 0.0 0.0 0.0 0.38
H -0.96832 5.20992 -3.72630 0.0 0.0 0.0 0.43
H 2.58622 -0.19210 -3.09097 0.0 0.0 0.0 0.51
H 3.50390 -1.28422 -5.12567 0.0 0.0 0.0 0.46
H 1.97581 -2.57603 -6.60105 0.0 0.0 0.0 0.43
H -0.40825 -2.74103 -6.05098 0.0 0.0 0.0 0.47
H -2.50002 -2.02623 -5.72908 0.0 0.0 0.0 0.38
H -3.42374 -2.27432 -4.23592 0.0 0.0 0.0 0.21
H -2.13054 -3.41741 -4.66834 0.0 0.0 0.0 0.35
O 0.50324 -3.86513 2.66740 0.0 0.0 0.2 -0.21
As 2.07713 -3.31647 2.08176 0.2 0.8 -0.2 0.12
O 3.17289 -3.64654 3.26094 -0.2 0.0 -0.2 -0.85
O 1.88083 -1.76122 1.49205 0.2 -0.6 0.0 0.01
C 2.31078 -4.51287 0.57682 -0.1 -0.1 0.0 -0.66
C 3.25880 -5.50445 0.76582 0.0 -0.1 -0.1 -0.83
C 3.44338 -6.48946 -0.19898 0.2 -0.1 0.3 -0.63
C 2.67387 -6.49865 -1.33983 -0.2 0.0 -0.3 -0.75
C 1.72145 -5.50603 -1.55040 0.0 -0.1 0.1 -0.76
C 1.54842 -4.51929 -0.59605 0.0 0.1 0.2 0.25
S 0.52558 -3.14694 -1.07771 0.5 -0.7 0.1 1.89
O -0.39423 -2.71165 0.01573 -0.1 -0.1 -0.3 -0.59
O -0.20025 -3.56978 -2.24364 0.1 -0.1 -0.1 -0.71
O 1.48548 -2.04943 -1.21892 -0.2 0.1 -0.4 -0.22
H 0.69628 -4.21896 3.54568 -0.1 0.0 0.0 0.24
H 3.84001 -5.49097 1.68031 0.0 0.0 0.0 0.57
H 4.19424 -7.25648 -0.04884 0.0 0.0 0.0 0.38
H 2.81708 -7.27131 -2.08521 0.0 0.0 0.0 0.40
H 1.12218 -5.47576 -2.44918 0.0 0.0 0.0 0.60
O 0.09578 0.12621 1.56557 0.1 -0.1 0.6 0.08
S 0.93395 -0.21792 2.89662 -0.3 0.4 -0.4 0.96
C 0.12903 0.91074 4.15093 -0.1 0.0 -0.1 -0.93
C 0.98218 1.82112 4.98724 0.0 -0.1 -0.1 0.24
C 1.37189 3.07755 4.52156 0.0 0.0 0.0 -0.18
C 2.13962 3.91485 5.31803 0.0 0.0 0.0 -0.90
C 2.51889 3.51871 6.59571 0.0 0.0 0.0 -0.50
C 2.11539 2.28121 7.07558 0.0 0.0 0.0 -0.62
C 1.35212 1.44299 6.27400 0.0 -0.1 0.1 -0.36
C 2.48894 0.62098 2.53012 0.2 0.1 0.1 -0.87
C 3.70287 -0.10477 3.04228 -0.1 -0.1 0.0 -0.05
C 4.65127 -0.53173 2.12062 0.1 0.0 0.0 -0.42
C 5.78229 -1.21472 2.53700 0.0 0.0 0.1 -0.70
C 5.97102 -1.49231 3.88466 -0.1 0.0 0.0 -0.37
C 5.02411 -1.07676 4.80931 0.1 0.0 -0.1 -0.93
C 3.89800 -0.38389 4.38893 0.0 0.1 0.0 0.29
H -0.36032 0.17344 4.79031 0.0 0.1 0.0 0.82
H -0.63890 1.46640 3.62655 0.0 0.0 0.0 0.14
H 1.05928 3.39179 3.53243 0.0 0.0 0.0 0.55
H 2.43675 4.88494 4.93964 0.0 0.0 0.0 0.43
H 3.11965 4.17320 7.21457 0.0 0.0 0.0 0.39
H 2.39424 1.96491 8.07297 0.0 0.0 0.0 0.39
H 1.03386 0.47729 6.65459 0.0 0.0 0.0 0.34
H 2.41748 1.64178 2.89379 0.0 0.0 0.0 0.95
H 2.48100 0.61856 1.44267 0.0 0.1 0.0 0.08
H 4.48379 -0.34869 1.06547 0.0 0.0 0.0 0.41
H 6.50524 -1.55215 1.80443 0.0 0.0 0.0 0.39
H 6.84153 -2.04906 4.20896 0.0 0.0 0.0 0.36
H 5.15298 -1.30331 5.86068 0.0 0.0 0.0 0.38
H 3.16381 -0.06759 5.12027 0.0 0.0 0.0 0.34
F 0.10387 2.53037 1.57391 -0.1 -0.1 0.1 -0.12
B -0.76847 1.50192 1.18993 -0.3 0.5 0.2 0.99
F -1.87566 1.43766 2.06393 0.2 0.0 0.0 -0.32
C -4.46424 -0.85657 1.06015 0.0 0.0 0.0 -1.73
P -2.83464 -1.54738 0.53791 0.0 -0.1 0.1 2.54
C -3.41611 -2.61092 -0.83208 0.0 0.0 0.0 -1.70
C -2.62474 -2.68691 1.95638 0.1 0.1 0.0 0.03
C -2.78657 -4.06494 1.90785 0.1 -0.1 0.0 -0.54
C -2.61878 -4.83634 3.05238 0.0 0.1 0.0 -0.57
C -2.28697 -4.23672 4.25884 0.0 0.0 0.0 -0.70
C -2.11064 -2.85869 4.31501 0.0 0.0 -0.1 -0.62
C -2.27066 -2.09313 3.16951 -0.1 0.0 0.1 -0.57
H -4.31901 -0.17007 1.89588 0.0 0.0 0.0 0.35
H -5.12140 -1.67246 1.36763 0.0 0.0 0.0 0.43
H -4.92932 -0.30669 0.23977 0.0 0.0 0.0 0.51
H -4.24436 -3.25409 -0.52679 0.0 0.0 0.0 0.50
H -2.60050 -3.20798 -1.23891 0.0 0.0 0.0 0.34
H -3.75958 -1.93770 -1.62102 0.0 0.0 0.0 0.27
H -3.01449 -4.55096 0.96642 0.0 0.0 0.0 0.26
H -2.73803 -5.91206 2.99781 0.0 0.0 0.0 0.37
H -2.15792 -4.84047 5.14965 0.0 0.0 0.0 0.41
H -1.83565 -2.38420 5.25042 0.0 0.0 0.0 0.40
H -2.12496 -1.01572 3.20756 0.0 0.0 0.0 0.41
```
Forces are in eV/Å.

Output
**LUMO energy (alpha / beta)**: 2.3 / 2.3 eV
**HOMO (alpha / beta)**: -4.004 / -3.967 eV
**Charge**: -1
**2S+1**: 2
**Kohn-Sham gap (alpha / beta)**: 6.334 / 6.297 eV

---

Values for F_max, eV Å⁻¹, ordered as above
2.227; 1.180
Values for electronic energy, a.u., ordered as above
-7852.78824; -7300.92020